Record 1
# C27H41BO12P2

3 unconnected molecules or ions with the total composition C27H41BO12P2 at a distorted geometry (wB97M-V/def2-TZVPD, OMol25).

HOMO-LUMO gap ... 9.06 eV
Highest occupied orbital energy ... -0.35939 Eh
Structure (SMILES) ... COB(O)c1ccc2c(c1)C(=O)c1ccccc1C2=O.CCOP(=O)(OCC)OCC.CCOP(=O)(OCC)OCC
Molar mass ... 630.37 Da

Last column: Mulliken charge in e.
Cartesian coordinates (Å):
1 C 6.731 3.378 2.962  -0.665
2 O 6.329 2.056 2.564  -0.424
3 B 5.318 2.109 1.606  0.676
4 O 5.563 1.721 0.302  -0.551
5 C 3.909 2.664 2.089  0.284
6 C 3.275 2.176 3.231  -0.872
7 C 2.054 2.718 3.645  -0.966
8 C 1.475 3.742 2.915  0.872
9 C 2.125 4.217 1.768  0.995
10 C 3.330 3.698 1.327  -0.854
11 C 1.458 5.361 1.033  0.105
12 O 1.380 5.413 -0.167  -0.569
13 C 0.860 6.400 1.953  0.402
14 C 0.951 7.765 1.710  -0.801
15 C 0.347 8.623 2.629  -0.456
16 C -0.339 8.149 3.742  -0.602
17 C -0.424 6.781 3.981  -0.609
18 C 0.195 5.917 3.085  0.311
19 C 0.183 4.421 3.301  0.101
20 O -0.779 3.822 3.711  -0.579
21 H 6.524 3.512 4.027  0.244
22 H 6.186 4.167 2.426  0.293
23 H 7.798 3.497 2.756  0.264
24 H 6.094 2.394 -0.140  0.312
25 H 3.715 1.388 3.834  0.513
26 H 1.556 2.350 4.538  0.488
27 H 3.795 4.086 0.427  0.386
28 H 1.489 8.145 0.848  0.467
29 H 0.436 9.692 2.458  0.390
30 H -0.816 8.835 4.434  0.405
31 H -0.944 6.332 4.822  0.460
32 C -2.245 1.687 2.058  -0.630
33 C -3.271 1.862 0.955  -0.553
34 O -2.708 1.607 -0.332  -0.237
35 P -2.342 0.063 -0.757  1.219
36 O -3.715 -0.515 -0.938  -0.854
37 O -2.005 0.242 -2.368  -0.327
38 C -2.546 -0.657 -3.338  -0.271
39 C -3.706 -0.012 -4.070  -1.348
40 O -0.746 0.214 -0.412  -0.368
41 C 0.211 0.961 -1.179  -0.274
42 C 0.000 2.457 -1.178  -0.681
43 H -1.920 0.644 2.129  0.272
44 H -2.658 1.983 3.022  0.462
45 H -1.360 2.287 1.862  -0.032
46 H -4.136 1.214 1.121  0.284
47 H -3.628 2.892 0.943  0.345
48 H -2.847 -1.596 -2.875  0.254
49 H -1.746 -0.889 -4.046  0.400
50 H -4.418 0.431 -3.375  0.298
51 H -4.228 -0.742 -4.692  0.393
52 H -3.347 0.793 -4.715  0.321
53 H 0.280 0.574 -2.193  0.259
54 H 1.173 0.747 -0.708  0.458
55 H -0.867 2.741 -1.773  0.325
56 H 0.872 2.951 -1.608  0.512
57 H -0.150 2.834 -0.166  -0.239
58 C -0.533 -3.356 -2.099  -0.441
59 C 0.479 -4.487 -2.046  -0.712
60 O -0.132 -5.738 -1.731  -0.209
61 P -1.064 -6.472 -2.857  1.108
62 O -0.074 -6.851 -3.908  -0.820
63 O -1.307 -7.950 -2.176  -0.401
64 C -1.165 -9.145 -2.947  -0.376
65 C 0.154 -9.823 -2.635  -1.107
66 O -2.481 -5.910 -2.285  -0.325
67 C -3.134 -6.378 -1.096  -0.183
68 C -2.404 -6.080 0.193  -0.908
69 H -1.239 -3.498 -2.921  0.252
70 H -0.030 -2.397 -2.240  0.316
71 H -1.115 -3.313 -1.177  0.062
72 H 1.021 -4.564 -2.992  0.327
73 H 1.210 -4.290 -1.262  0.334
74 H -1.256 -8.936 -4.012  0.370
75 H -1.992 -9.805 -2.676  0.341
76 H 0.984 -9.119 -2.682  0.282
77 H 0.346 -10.640 -3.333  0.373
78 H 0.140 -10.233 -1.623  0.296
79 H -3.370 -7.437 -1.179  0.239
80 H -4.093 -5.857 -1.082  0.350
81 H -1.513 -6.697 0.303  0.273
82 H -3.059 -6.290 1.040  0.422
83 H -2.096 -5.035 0.241  0.126


Record 2
# C27H41Cl3MgN3O3Si

A molecular structure, C27H41Cl3MgN3O3Si at a distorted geometry (wB97M-V/def2-TZVPD, OMol25).

HOMO-LUMO gap ... 5.50 eV
Charge ... -1
Highest occupied orbital energy ... -0.13508 Eh
Molar mass ... 614.39 Da

Last column: Mulliken charge in e.
Cartesian coordinates (Å):
1 C -3.640 -2.312 0.660  -0.891
2 C -2.316 -2.787 1.131  0.008
3 H -4.318 -3.129 0.427  0.408
4 H -3.485 -1.747 -0.268  -0.360
5 H -4.122 -1.629 1.377  0.266
6 C -1.980 -4.067 1.341  0.277
7 C -2.877 -5.232 1.094  -1.533
8 H -0.991 -4.312 1.733  0.380
9 H -3.734 -4.967 0.468  0.373
10 H -3.245 -5.637 2.047  0.242
11 H -2.334 -6.047 0.603  0.320
12 Mg -0.036 0.608 -0.424  2.112
13 Cl -1.177 1.653 1.438  -0.690
14 Cl -1.143 1.466 -2.795  -0.430
15 C 2.006 0.557 1.771  -0.044
16 O 1.822 0.222 0.581  -0.972
17 N 3.088 0.237 2.490  0.460
18 C 4.265 -0.328 1.852  -0.946
19 C 3.087 0.327 3.941  -0.996
20 H 1.244 1.159 2.296  0.338
21 H 4.189 -0.227 0.771  0.241
22 H 4.371 -1.387 2.122  0.237
23 H 5.141 0.217 2.217  0.378
24 H 2.097 0.652 4.275  0.306
25 H 3.844 1.046 4.283  0.339
26 H 3.310 -0.652 4.390  0.316
27 H -1.417 -2.819 -1.850  0.121
28 H 0.654 -4.240 -0.829  0.244
29 C -0.717 -2.540 -2.652  -0.734
30 C 1.141 -3.907 -1.755  -0.914
31 N 0.654 -2.612 -2.176  0.367
32 H -0.940 -1.524 -2.992  0.166
33 C 1.378 -1.503 -1.948  -0.038
34 O 0.946 -0.345 -1.977  -0.590
35 H 2.219 -3.840 -1.596  0.312
36 H 2.432 -1.721 -1.708  0.235
37 H -0.810 -3.247 -3.485  0.419
38 H 0.944 -4.633 -2.543  0.342
39 O -0.964 -1.195 0.002  -0.275
40 C -1.286 -1.650 1.237  -0.531
41 C 1.052 -2.634 1.664  0.862
42 C -0.091 -2.018 2.175  0.142
43 H 1.162 -2.733 0.578  -0.149
44 C 2.005 -3.159 2.549  -0.704
45 H -1.797 -0.818 1.755  0.426
46 C -0.247 -1.823 3.550  -0.196
47 H 2.899 -3.640 2.147  0.459
48 C 1.786 -3.089 3.926  -0.723
49 C 0.682 -2.397 4.429  -0.770
50 H -1.126 -1.265 3.893  0.433
51 H 2.482 -3.576 4.613  0.336
52 H 0.529 -2.285 5.505  0.341
53 Si -3.235 1.711 -2.916  1.101
54 Cl -3.777 0.089 -1.662  -0.426
55 C -3.060 1.543 -4.891  -1.204
56 C -3.498 3.341 -1.939  -1.068
57 C -5.104 2.036 -3.580  -1.784
58 H -2.328 0.764 -5.190  0.232
59 H -2.704 2.521 -5.247  0.279
60 H -3.977 1.327 -5.451  0.343
61 H -5.440 1.256 -4.274  0.367
62 H -5.143 2.981 -4.141  0.367
63 H -5.862 2.076 -2.796  0.361
64 H -2.623 3.631 -1.332  0.189
65 H -4.355 3.264 -1.267  0.283
66 H -3.719 4.162 -2.640  0.349
67 N 0.763 2.577 -0.838  -0.349
68 C 1.377 3.557 -0.726  -0.062
69 C 2.234 4.682 -0.552  0.458
70 C 3.421 4.722 -1.288  -0.455
71 C 4.332 5.761 -1.078  -0.515
72 C 4.042 6.752 -0.126  -0.311
73 C 2.841 6.718 0.587  -0.483
74 C 1.930 5.682 0.383  -0.434
75 H 3.626 3.921 -2.006  0.447
76 H 5.256 5.781 -1.657  0.368
77 H 4.760 7.558 0.041  0.361
78 H 2.606 7.501 1.312  0.362
79 H 0.997 5.615 0.942  0.503


Record 3
# C27H41N5O3

A single C27H41N5O3 molecule (wB97M-V/def2-TZVPD, OMol25).

HOMO-LUMO gap ... 8.84 eV
Highest occupied orbital energy ... -0.30379 Eh
Structure (SMILES) ... CCCCCN(C(=O)CN1CCC(Cc2ccccc2)CC1)c1c(N)n(CCCC)c(=O)[nH]c1=O
Molar mass ... 483.66 Da

Last column: Mulliken charge in e.
Cartesian coordinates (Å):
1 C -3.796 -3.355 -0.630  -1.556
2 C -3.656 -2.052 -1.409  0.458
3 C -4.502 -0.942 -0.790  -0.293
4 C -4.471 0.381 -1.559  -1.030
5 C -3.085 0.978 -1.816  -0.788
6 N -2.444 1.550 -0.640  0.109
7 C -2.394 2.900 -0.507  0.745
8 O -2.859 3.656 -1.337  -0.704
9 C -1.618 3.388 0.708  -1.356
10 N -0.244 2.911 0.616  1.001
11 C 0.521 3.741 -0.300  -1.445
12 C 1.905 3.149 -0.537  -0.054
13 C 2.652 3.007 0.788  0.161
14 C 4.065 2.423 0.607  -2.037
15 C 4.088 1.064 -0.031  0.639
16 C 4.137 0.932 -1.415  -0.133
17 C 4.172 -0.318 -2.008  -0.993
18 C 4.171 -1.459 -1.224  -0.345
19 C 4.122 -1.341 0.155  -0.658
20 C 4.077 -0.089 0.745  -0.142
21 C 1.791 2.178 1.739  0.680
22 C 0.418 2.825 1.905  -1.617
23 C -1.978 0.662 0.363  0.812
24 C -0.845 -0.084 0.142  -1.008
25 N -0.142 0.073 -1.018  -0.008
26 N -0.435 -1.035 1.043  0.276
27 C 0.640 -1.968 0.742  -0.523
28 C 0.186 -3.034 -0.258  0.083
29 C 1.303 -4.013 -0.615  -0.306
30 C 1.751 -4.868 0.564  -1.346
31 C -1.104 -1.239 2.243  0.381
32 O -0.761 -2.080 3.041  -0.701
33 N -2.160 -0.405 2.464  0.059
34 C -2.698 0.556 1.603  -0.007
35 O -3.661 1.207 1.954  -0.711
36 H -3.191 -4.139 -1.080  0.376
37 H -3.473 -3.217 0.400  0.259
38 H -4.832 -3.685 -0.619  0.436
39 H -3.967 -2.210 -2.445  0.438
40 H -2.604 -1.761 -1.415  -0.287
41 H -5.541 -1.277 -0.751  0.566
42 H -4.183 -0.779 0.239  -0.027
43 H -5.063 1.116 -1.011  0.341
44 H -4.941 0.231 -2.534  0.483
45 H -3.194 1.808 -2.520  0.555
46 H -2.424 0.226 -2.252  0.294
47 H -1.677 4.487 0.733  0.441
48 H -2.091 3.003 1.611  0.580
49 H -0.030 3.805 -1.242  0.448
50 H 0.628 4.768 0.095  0.314
51 H 2.459 3.798 -1.218  0.415
52 H 1.806 2.168 -1.005  -0.123
53 H 2.770 4.007 1.223  0.430
54 H 4.642 3.116 -0.011  0.547
55 H 4.541 2.369 1.588  0.510
56 H 4.166 1.817 -2.033  0.396
57 H 4.216 -0.401 -3.084  0.433
58 H 4.225 -2.434 -1.687  0.561
59 H 4.131 -2.227 0.774  0.364
60 H 4.050 -0.007 1.822  0.380
61 H 2.271 2.099 2.716  0.492
62 H 1.663 1.171 1.338  -0.767
63 H -0.200 2.214 2.568  0.524
64 H 0.537 3.821 2.368  0.447
65 H 0.812 -0.249 -1.036  -0.080
66 H -0.291 0.976 -1.445  0.626
67 H 1.522 -1.433 0.377  -1.042
68 H 0.894 -2.439 1.693  0.868
69 H -0.652 -3.581 0.178  0.265
70 H -0.167 -2.548 -1.170  0.090
71 H 0.938 -4.670 -1.408  0.438
72 H 2.155 -3.458 -1.011  -0.001
73 H 2.226 -4.263 1.332  0.295
74 H 2.466 -5.617 0.234  0.425
75 H 0.900 -5.378 1.009  0.346
76 H -2.641 -0.531 3.348  0.301